Density functional theory data (ωB97M-V/def2-TZVPD) for 8 unconnected molecules or ions with the total composition C45H45F7O2PS.

Computed properties:
* E_HOMO: -4.033 eV
* frontier orbital gap: 0.2195 Eh

Geometry as ORCA input:
```
! RIJCOSX wB97M-V def2-TZVPD def2/J DEFGRID3
* xyz -1 1
C -0.738 -6.581 0.058
P 0.113 -5.239 -1.001
S 1.501 -3.771 -1.839
O -0.300 -4.039 0.235
C -1.665 -3.462 -0.001
C -2.427 -4.252 -1.262
O -1.257 -4.818 -2.011
H 0.074 -7.013 0.819
H -1.645 -6.172 0.711
H -1.136 -7.403 -0.685
H 1.331 -5.730 -0.340
H 0.414 -6.158 -2.107
H 2.442 -3.544 -0.784
H -2.297 -3.860 0.925
H -1.742 -2.276 -0.050
H -3.086 -5.204 -0.970
H -3.161 -3.541 -1.875
F -2.619 -0.109 0.091
C -2.095 0.715 1.008
C -1.997 2.074 0.731
C -1.456 2.933 1.687
C -1.007 2.421 2.907
C -1.104 1.054 3.173
C -1.656 0.197 2.221
H -2.344 2.453 -0.225
H -1.383 3.998 1.483
H -0.580 3.090 3.651
H -0.750 0.657 4.122
H -1.747 -0.866 2.416
F 0.734 -0.696 7.075
C 0.488 -1.824 6.395
C -0.402 -2.757 6.915
C -0.662 -3.928 6.205
C -0.020 -4.160 4.986
C 0.876 -3.220 4.474
C 1.127 -2.043 5.179
H -0.885 -2.563 7.868
H -1.363 -4.660 6.600
H -0.220 -5.076 4.435
H 1.377 -3.404 3.527
H 1.814 -1.298 4.792
F 3.516 2.751 -5.503
C 3.229 1.692 -4.734
C 4.262 0.887 -4.267
C 3.965 -0.213 -3.462
C 2.636 -0.503 -3.144
C 1.606 0.309 -3.622
C 1.904 1.415 -4.417
H 5.288 1.122 -4.532
H 4.766 -0.844 -3.085
H 2.404 -1.363 -2.520
H 0.572 0.079 -3.376
H 1.117 2.061 -4.790
F 2.899 7.044 -0.092
C 2.919 6.467 -1.301
C 2.128 6.985 -2.320
C 2.152 6.388 -3.580
C 2.959 5.270 -3.804
C 3.746 4.753 -2.773
C 3.730 5.358 -1.516
H 1.501 7.849 -2.125
H 1.543 6.790 -4.385
H 2.974 4.801 -4.785
H 4.371 3.881 -2.948
H 4.342 4.975 -0.706
F -1.366 4.943 -5.149
C -2.058 5.996 -4.696
C -3.347 6.223 -5.167
C -4.070 7.316 -4.692
C -3.492 8.179 -3.757
C -2.196 7.947 -3.294
C -1.477 6.846 -3.761
H -3.776 5.546 -5.899
H -5.081 7.497 -5.048
H -4.054 9.035 -3.390
H -1.746 8.622 -2.570
H -0.472 6.646 -3.405
F -2.584 -6.676 2.879
C -3.922 -6.673 2.941
C -4.617 -7.869 2.795
C -6.010 -7.867 2.865
C -6.694 -6.666 3.070
C -5.988 -5.471 3.211
C -4.595 -5.474 3.152
H -4.069 -8.790 2.628
H -6.562 -8.798 2.759
H -7.781 -6.665 3.120
H -6.523 -4.537 3.366
H -4.030 -4.556 3.268
F 6.015 -0.676 0.005
C 5.322 0.377 0.458
C 4.034 0.603 -0.013
C 3.311 1.697 0.462
C 3.889 2.560 1.397
C 5.185 2.327 1.860
C 5.904 1.227 1.393
H 3.604 -0.073 -0.745
H 2.300 1.878 0.106
H 3.326 3.415 1.764
H 5.634 3.002 2.584
H 6.909 1.026 1.749
*
```


Density functional theory data (ωB97M-V/def2-TZVPD) for 2 unconnected molecules or ions with the total composition C15H32Cl2N3O2S.

Computed properties:
* E_HOMO: -11.940 eV
* frontier orbital gap: 0.3453 Eh

Geometry as ORCA input:
```
! RIJCOSX wB97M-V def2-TZVPD def2/J DEFGRID3
* xyz 1 1
C 3.807 -1.759 0.077
C 3.799 -0.339 -0.482
O 2.824 0.520 0.092
C 1.596 0.571 -0.566
C 0.604 -0.459 0.015
C 0.741 -0.455 1.557
N -0.486 -0.728 2.282
C -1.438 0.323 2.003
C -1.469 0.763 0.526
N -0.842 -0.218 -0.418
C -0.869 0.381 -1.806
C -2.233 0.369 -2.493
C -2.101 1.117 -3.842
S -1.849 -0.010 -5.246
C -1.532 -1.557 -0.459
C -3.010 -1.578 -0.059
C -3.717 -2.732 -0.791
N -3.290 -4.079 -0.498
O -4.607 -2.494 -1.592
H 4.333 -2.389 -0.638
H 4.371 -1.794 1.001
H 2.810 -2.163 0.206
H 3.736 -0.344 -1.570
H 4.755 0.111 -0.231
H 1.752 0.449 -1.637
H 1.193 1.570 -0.402
H 0.901 -1.434 -0.361
H 1.532 -1.132 1.851
H 1.071 0.532 1.875
H -0.866 -1.638 2.075
H -1.216 1.196 2.609
H -2.431 -0.005 2.298
H -0.897 1.682 0.420
H -2.475 1.006 0.216
H -0.550 1.412 -1.741
H -0.179 -0.193 -2.417
H -2.968 0.890 -1.886
H -2.593 -0.630 -2.700
H -3.006 1.680 -4.025
H -1.263 1.804 -3.796
H -1.150 -0.947 -4.593
H -0.996 -2.251 0.174
H -1.441 -1.953 -1.466
H -3.545 -0.689 -0.361
H -3.135 -1.725 1.011
H -3.096 -4.136 0.497
H -2.407 -4.251 -0.969
Cl 3.552 1.573 3.646
C 3.479 3.327 3.338
C 2.061 3.831 3.335
Cl 1.157 3.190 1.930
H 3.972 3.520 2.389
H 4.038 3.820 4.131
H 2.043 4.916 3.260
H 1.529 3.530 4.233
*
```


Density functional theory data (ωB97M-V/def2-TZVPD) for 16 unconnected molecules or ions with the total composition C5H40O15.

Computed properties:
* E_HOMO: -8.938 eV
* frontier orbital gap: 0.3340 Eh
* ΔE to the lowest compared entry with this formula, charge and spin: 224.7 kJ/mol

Geometry as ORCA input:
```
! RIJCOSX wB97M-V def2-TZVPD def2/J DEFGRID3
* xyz 0 1
C 0.959 -0.300 -0.895
C 0.669 1.239 -0.858
C 1.296 2.058 -1.999
C 0.504 2.579 -2.925
C 2.799 2.139 -1.941
H 0.180 -0.929 -0.437
H 0.862 -0.638 -1.928
H 2.102 -0.467 -0.814
H -0.426 1.368 -0.856
H 1.121 1.671 0.050
H 0.844 3.206 -3.717
H -0.578 2.265 -2.969
H 3.213 2.227 -2.963
H 2.916 3.032 -1.345
H 3.220 1.289 -1.406
H -2.595 2.230 -3.349
H -3.186 2.249 -1.933
O -3.383 2.430 -2.853
H 1.358 -0.432 4.555
H 0.847 0.434 3.206
O 1.132 -0.433 3.631
H -2.298 4.182 -0.136
H -1.519 4.070 -1.421
O -1.917 3.497 -0.708
H -2.735 -1.280 -0.397
H -3.864 -0.236 -0.548
O -3.218 -0.584 0.069
H -1.327 -1.455 -2.630
H -2.813 -1.291 -3.017
O -1.925 -1.104 -3.306
H -2.360 -2.001 2.441
H -1.863 -2.186 3.852
O -2.649 -1.925 3.345
H -0.567 1.858 2.408
H 0.740 2.638 2.835
O 0.226 1.831 2.975
H -3.083 1.080 2.439
H -2.343 2.346 2.857
O -2.329 1.646 2.188
H -0.874 -3.037 -1.462
H -2.259 -2.781 -1.876
O -1.647 -2.495 -1.152
H 3.370 -1.124 0.324
H 4.892 -1.195 0.096
O 4.117 -0.683 -0.131
H 0.217 -4.047 -3.029
H 0.781 -4.475 -1.561
O 0.474 -3.782 -2.150
H 1.965 -2.025 2.146
H 2.980 -3.125 2.113
O 2.766 -2.331 1.623
H -0.417 -1.560 1.461
H -0.073 -1.220 2.828
O -0.375 -2.041 2.302
H -0.123 -4.796 1.140
H 0.074 -3.373 0.488
O 0.377 -4.281 0.497
H 1.406 2.718 1.440
H 2.579 3.729 1.941
O 1.760 3.624 1.462
*
```


Density functional theory data (ωB97M-V/def2-TZVPD) for a molecular structure, C38H51N6O3S2Si2Sn.

Computed properties:
* E_HOMO: -4.123 eV
* frontier orbital gap: 0.2259 Eh
* ΔE to the lowest compared entry with this formula, charge and spin: 106.9 kJ/mol

Geometry as ORCA input:
```
! RIJCOSX wB97M-V def2-TZVPD def2/J DEFGRID3
* xyz -1 1
Sn -0.305 0.649 0.419
C 0.716 -0.500 4.275
C 1.955 0.166 3.760
N 2.147 0.520 2.525
C 3.404 1.064 2.344
C 4.170 1.119 3.461
S 3.310 0.475 4.786
C 3.805 1.562 1.009
C 5.081 1.745 0.577
S 5.059 2.466 -0.970
C 3.328 2.479 -0.946
N 2.828 1.959 0.126
C 2.522 3.127 -2.036
H -0.076 -0.426 3.535
H 0.363 -0.033 5.195
H 0.909 -1.556 4.483
H 5.158 1.536 3.575
H 6.004 1.488 1.073
H 3.166 3.529 -2.818
H 1.948 3.948 -1.603
H 1.813 2.434 -2.484
C -2.336 -1.949 -1.176
Si -2.390 -2.052 0.684
C -1.340 -3.520 1.185
C -4.160 -2.534 1.079
N -1.837 -0.568 1.384
C -2.397 0.014 2.534
C -3.232 -0.667 3.429
C -3.812 -0.048 4.536
C -3.545 1.287 4.774
C -2.668 1.966 3.931
C -2.039 1.353 2.834
N -1.070 1.944 2.034
Si -0.492 3.527 2.318
C 0.798 3.986 1.041
C -1.812 4.851 2.152
C 0.348 3.734 3.982
H -2.315 -2.960 -1.600
H -1.446 -1.425 -1.544
H -3.227 -1.440 -1.567
H -1.866 -4.464 0.997
H -1.086 -3.478 2.252
H -0.411 -3.521 0.611
H -4.491 -3.201 0.276
H -4.838 -1.674 1.108
H -4.261 -3.070 2.027
H -3.429 -1.716 3.259
H -4.465 -0.613 5.190
H -3.996 1.804 5.613
H -2.449 3.006 4.146
H 0.550 3.601 0.045
H 1.782 3.588 1.304
H 0.877 5.078 0.972
H -2.226 4.825 1.136
H -1.374 5.842 2.315
H -2.647 4.728 2.847
H 1.227 3.077 4.029
H -0.301 3.478 4.824
H 0.692 4.766 4.115
C 2.353 -5.320 -4.871
C 1.915 -3.920 -4.515
C 0.638 -3.464 -4.834
C 0.206 -2.192 -4.476
C -1.160 -1.698 -4.883
C 1.070 -1.349 -3.770
C 2.367 -1.767 -3.478
C 3.344 -0.859 -2.774
C 2.769 -3.051 -3.852
C 0.580 0.020 -3.321
O 0.827 0.995 -4.058
O -0.064 0.026 -2.234
H 1.772 -5.715 -5.706
H 2.221 -6.003 -4.028
H 3.409 -5.346 -5.150
H -0.038 -4.116 -5.382
H -1.701 -2.461 -5.444
H -1.067 -0.804 -5.505
H -1.754 -1.418 -4.011
H 2.945 0.145 -2.684
H 4.284 -0.804 -3.329
H 3.574 -1.216 -1.769
H 3.782 -3.375 -3.617
C 3.741 -2.575 1.081
C 2.418 -2.957 0.445
O 1.433 -1.943 0.622
H 4.501 -3.333 0.874
H 3.642 -2.480 2.168
H 4.086 -1.615 0.690
H 2.060 -3.911 0.847
H 2.523 -3.080 -0.630
H 1.259 -1.854 1.566
N -6.927 0.870 -1.194
C -5.835 1.175 -1.377
C -4.463 1.566 -1.637
C -4.118 2.166 -2.841
C -2.799 2.512 -3.062
C -1.871 2.244 -2.069
N -2.209 1.678 -0.912
C -3.473 1.331 -0.695
H -4.878 2.341 -3.592
H -2.482 2.954 -3.996
H -0.815 2.441 -2.219
H -3.689 0.854 0.258
*
```


Density functional theory data (ωB97M-V/def2-TZVPD) for a molecular structure, C8H9NO.

Computed properties:
* E_HOMO (alpha / beta): -4.706 / -9.076 eV
* frontier orbital gap (alpha / beta): 0.2025 / 0.2354 Eh
* <S²>: 2.01
* ΔE to the lowest compared entry with this formula, charge and spin: 5.4 kJ/mol

Geometry as ORCA input:
```
! RIJCOSX wB97M-V def2-TZVPD def2/J DEFGRID3
* xyz 0 3
C -2.689 0.480 0.299
C -1.905 1.509 -0.260
C -1.837 -0.552 0.736
C -0.573 1.194 0.021
C 1.818 0.881 0.292
C 0.744 1.819 -0.195
C 1.290 -0.472 0.778
C 1.531 -1.522 -0.237
N -0.603 -0.029 0.529
O 2.971 1.184 0.427
H -3.788 0.593 0.263
H -2.384 2.380 -0.728
H -1.845 -1.471 1.302
H 0.816 2.054 -1.182
H 1.084 2.709 0.545
H 1.366 -0.733 1.794
H 0.843 -1.531 -1.104
H 1.392 -2.504 0.113
H 2.416 -1.429 -0.762
*
```


Density functional theory data (ωB97M-V/def2-TZVPD) for 3 unconnected molecules or ions with the total composition C13H29BN3O6.

Computed properties:
* E_HOMO: -12.362 eV
* frontier orbital gap: 0.3211 Eh

Geometry as ORCA input:
```
! RIJCOSX wB97M-V def2-TZVPD def2/J DEFGRID3
* xyz 1 1
N -0.141 0.634 1.158
C -0.639 -0.015 0.092
N -1.832 0.528 -0.533
C -2.980 -0.413 -0.312
C -2.565 -1.886 0.052
C -1.137 -2.310 -0.461
N -0.128 -1.206 -0.462
C 1.191 -1.602 0.116
B 2.350 -1.002 -0.851
O 3.704 -0.830 -0.446
O 2.051 -0.653 -2.201
H 0.115 1.626 1.144
H -0.056 0.190 2.078
H -2.076 1.377 -0.005
H -3.668 -0.382 -1.213
H -3.612 -0.027 0.549
H -3.307 -2.569 -0.466
H -2.611 -2.033 1.174
H -1.188 -2.695 -1.530
H -0.827 -3.209 0.156
H 1.274 -2.733 0.024
H 1.327 -1.371 1.216
H 3.779 -1.341 0.385
H 2.896 -0.541 -2.675
O 2.897 -0.614 2.296
C 2.955 -0.699 3.504
O 1.890 -0.353 4.241
C 1.779 -0.585 5.658
C 2.430 0.531 6.447
C 4.229 -1.096 4.191
H 2.168 -1.570 5.923
H 0.711 -0.606 5.877
H 3.500 0.597 6.244
H 2.291 0.375 7.518
H 1.996 1.494 6.172
H 4.872 -0.220 4.284
H 4.731 -1.847 3.581
H 4.080 -1.545 5.170
O -3.639 2.161 -2.416
C -2.932 2.057 -3.391
O -2.821 3.082 -4.246
C -1.875 3.134 -5.325
C -2.411 2.434 -6.556
C -2.245 0.759 -3.706
H -0.903 2.747 -5.010
H -1.728 4.192 -5.547
H -2.588 1.373 -6.372
H -1.710 2.528 -7.387
H -3.369 2.867 -6.853
H -2.944 0.098 -4.219
H -1.939 0.300 -2.766
H -1.342 0.868 -4.302
*
```


Density functional theory data (ωB97M-V/def2-TZVPD) for a molecular structure, C20H60AsF6N5O5.

Computed properties:
* E_HOMO: -18.422 eV
* frontier orbital gap: 0.3307 Eh
* ΔE to the lowest compared entry with this formula, charge and spin: 502.5 kJ/mol

Geometry as ORCA input:
```
! RIJCOSX wB97M-V def2-TZVPD def2/J DEFGRID3
* xyz 4 1
C -1.459 0.414 3.816
C -1.590 1.890 3.465
C -2.794 2.625 4.193
O -2.391 2.804 5.577
C -3.330 3.617 6.260
N -0.219 2.650 3.798
H -0.419 3.622 3.984
H 0.129 2.360 4.701
H 0.467 2.452 3.083
H -2.360 -0.192 3.718
H -1.295 0.299 4.887
H -0.658 -0.040 3.234
H -1.851 2.009 2.413
H -3.658 1.961 4.165
H -3.071 3.505 3.613
H -4.198 3.146 6.720
H -3.767 4.493 5.781
H -2.709 3.907 7.107
C -0.731 3.805 -2.754
C -0.721 4.048 -1.196
C 0.763 4.455 -0.674
O 0.629 4.373 0.766
C 1.880 4.054 1.277
N -1.714 5.215 -0.971
H -2.027 5.203 -0.011
H -1.365 6.163 -0.956
H -2.540 5.087 -1.537
H -1.651 3.389 -3.163
H -0.263 2.830 -2.885
H -0.226 4.557 -3.361
H -1.146 3.294 -0.534
H 0.993 5.472 -0.990
H 1.472 3.755 -1.115
H 2.621 4.820 1.050
H 2.313 3.153 0.842
H 1.716 3.888 2.342
C 3.751 0.411 -5.966
C 3.037 -0.147 -4.768
C 3.118 -1.652 -4.614
O 2.317 -1.969 -3.460
C 2.483 -3.245 -2.938
N 3.591 0.614 -3.478
H 4.594 0.729 -3.455
H 3.215 1.551 -3.444
H 3.251 0.153 -2.646
H 3.164 0.181 -6.856
H 4.703 -0.073 -6.183
H 3.937 1.482 -6.046
H 2.028 0.253 -4.667
H 4.095 -2.135 -4.617
H 2.648 -2.051 -5.513
H 2.118 -4.070 -3.550
H 1.951 -3.368 -1.995
H 3.543 -3.427 -2.761
C -0.547 -4.171 2.386
C 0.813 -3.723 2.639
C 1.243 -3.334 4.083
O 2.610 -2.861 4.039
C 3.264 -2.853 5.301
N 1.873 -4.547 1.985
H 1.400 -5.330 1.557
H 2.317 -4.034 1.237
H 2.550 -4.894 2.649
H -0.914 -5.167 2.636
H -0.877 -4.133 1.347
H -1.165 -3.356 2.763
H 0.857 -2.803 2.057
H 1.098 -4.241 4.670
H 0.690 -2.570 4.630
H 4.252 -2.492 5.018
H 3.244 -3.773 5.885
H 2.996 -1.990 5.910
C -2.910 -3.768 -2.744
C -2.254 -2.508 -2.373
C -2.385 -1.395 -3.387
O -3.683 -1.217 -3.744
C -4.010 -0.194 -4.670
N -2.758 -2.097 -0.963
H -2.747 -2.924 -0.384
H -2.071 -1.470 -0.569
H -3.661 -1.646 -1.006
H -2.456 -4.226 -3.623
H -3.971 -3.741 -2.991
H -2.781 -4.432 -1.889
H -1.164 -2.528 -2.389
H -1.950 -1.693 -4.341
H -1.806 -0.510 -3.123
H -4.820 -0.619 -5.263
H -3.208 0.037 -5.370
H -4.283 0.727 -4.155
As 0.665 -0.227 0.353
F -0.505 -1.225 1.325
F 1.678 -0.099 1.825
F 1.950 0.622 -0.625
F -0.382 -0.483 -1.071
F -0.064 1.331 0.752
F 1.499 -1.764 -0.058
*
```